[1]
# C5H12O2

A 4-piece molecular cluster, C5H12O2 overall (wB97M-V/def2-TZVPD, the Open Molecules 2025 dataset).

**Charge**: 0
**Molar mass**: 104.1 Da
**Energy relative to the best compared isomer or geometry (same formula, charge and spin)**: 116.75 kcal per mole
**HOMO-LUMO gap**: 10.4 eV
**Multiplicity**: 1
**E_HOMO**: -9.3956 eV
**F_max**: 0.0062 hartree/bohr
**DFT total energy**: -9470.0728 eV

CARTESIAN COORDINATES (ANGSTROEM)
C -0.2553 -0.7472 -2.6469
C 0.7325 0.2049 -2.6370
O 0.3918 1.5188 -0.9867
C -0.3541 1.0756 -0.0745
C 0.2969 0.4427 1.1434
O -0.6746 -0.1471 1.9635
C -0.1160 -0.6158 3.1649
H -0.8621 -0.5167 -1.3199
H -0.0210 -1.7743 -2.3774
H -1.1228 -0.6164 -3.2924
H 0.6791 1.0938 -3.2541
H 1.7044 -0.0130 -2.2107
H -1.3418 1.5403 0.0991
H -1.0173 -0.1545 -0.5269
H 1.0405 -0.2933 0.7940
H 0.8414 1.2323 1.6882
H 0.3549 0.2045 3.7295
H 0.6468 -1.3897 2.9817
H -0.9235 -1.0448 3.7622



[2]
# C10H13O3

A 2-piece molecular cluster, C10H13O3 overall (wB97M-V/def2-TZVPD, the Open Molecules 2025 dataset).

**Charge**: -1
**Molar mass**: 181.2 Da
**Energy relative to the best compared isomer or geometry (same formula, charge and spin)**: 67.53 kcal per mole
**HOMO-LUMO gap**: 6.9 eV
**Multiplicity**: 1
**E_HOMO**: -3.8365 eV
**F_max**: 0.0867 hartree/bohr
**DFT total energy**: -16722.8571 eV

CARTESIAN COORDINATES (ANGSTROEM)
C 2.4492 -1.7070 0.2720
C 1.6553 0.6315 0.5181
C 1.9126 -0.4696 -0.3864
C 1.2058 1.8658 0.0619
C 1.5615 -0.4101 -1.6998
C 0.9846 1.8799 -1.3644
C 0.9833 0.7936 -2.1456
O 0.5786 3.0567 -1.8003
H 1.7975 0.4469 1.4934
H 1.2576 2.7742 0.6200
H 1.7704 -2.5617 -0.1199
H 2.2729 -1.4992 1.3608
H 1.7927 -1.2840 -2.4536
H 0.8754 0.8905 -3.2346
H -0.1187 2.9515 -2.3727
H 3.4691 -1.9427 0.1355
C -3.0683 -0.6312 0.8438
C -2.3284 -0.5661 -0.4897
C -1.9242 -1.2169 1.8429
O -0.6894 -1.2732 1.4187
O -2.4137 -1.5811 2.9326
H -3.1849 0.3754 1.1073
H -3.9012 -1.3279 0.8986
H -2.7148 0.4151 -1.0830
H -2.4855 -1.5409 -1.0806
H -1.2231 -0.3363 -0.3950



[3]
# C9H6ClNO2S

One molecule with the formula C9H6ClNO2S (wB97M-V/def2-TZVPD, the Open Molecules 2025 dataset).

**Charge**: 0
**Molar mass**: 227.7 Da
**HOMO-LUMO gap (spin up / spin down)**: 7.9 / 6.4 eV
**Multiplicity**: 1
**E_HOMO (spin up / spin down)**: -8.4842 / -8.4922 eV
**F_max**: 0.0705 hartree/bohr
**DFT total energy**: -38368.6770 eV

CARTESIAN COORDINATES (ANGSTROEM)
C -0.3648 0.9589 -2.7128
C 0.7324 0.1808 -2.9440
C -0.6348 1.3074 -1.3180
C 1.4641 -0.4335 -1.9145
C 0.1875 0.7114 -0.3980
C 1.1859 -0.2173 -0.5412
C 1.4049 -0.0249 2.2618
C -0.8971 -0.9385 1.6035
C 0.0014 0.0336 2.2633
N -2.1723 -0.9253 2.0008
O 2.1181 0.3888 3.1128
O -0.4159 -1.6660 0.7138
S 2.3330 -0.6826 0.7593
Cl -0.6730 1.1303 3.2877
H -0.9801 1.4081 -3.4791
H 1.1829 0.1121 -3.9461
H -1.5798 1.6348 -1.0554
H 2.3856 -0.9265 -2.0795
H -2.5735 -0.3919 2.8696
H -2.7044 -1.6598 1.5159



[4]
# C45H68IN3O3P2PdSbSi4

C45H68IN3O3P2PdSbSi4 as an isolated structure (wB97M-V/def2-TZVPD, the Open Molecules 2025 dataset).

**Charge**: +3
**<S²>**: 6.014
**Molar mass**: 1228.4 Da
**Energy relative to the best compared isomer or geometry (same formula, charge and spin)**: 0.00 kcal per mole
**HOMO-LUMO gap (spin up / spin down)**: 7.5 / 5.2 eV
**Multiplicity**: 5
**E_HOMO (spin up / spin down)**: -14.7102 / -15.0301 eV
**F_max**: 0.0119 hartree/bohr
**DFT total energy**: -126570.8449 eV

CARTESIAN COORDINATES (ANGSTROEM)
Pd 0.0541 0.1705 1.1031
O 0.6673 -0.2438 -1.0531
P 1.5399 0.6946 -1.8986
C 3.1088 1.0354 -1.0409
P 2.8480 2.1059 0.3946
O 1.4855 1.7786 0.9675
C 4.2011 1.8402 1.5298
C 4.8746 0.6216 1.6388
C 5.8397 0.4424 2.6193
C 6.1377 1.4790 3.4967
C 5.4769 2.6973 3.3906
C 4.5134 2.8803 2.4102
C 2.9212 3.8035 -0.1326
C 1.8620 4.6466 0.1910
C 1.9169 5.9844 -0.1770
C 3.0182 6.4699 -0.8685
C 4.0774 5.6262 -1.1916
C 4.0350 4.2939 -0.8181
C 0.7648 2.2729 -2.2068
C 1.3561 3.1855 -3.0841
C 0.7749 4.4284 -3.2818
C -0.3945 4.7637 -2.6091
C -0.9805 3.8636 -1.7273
C -0.3947 2.6254 -1.5212
C 2.0413 -0.0340 -3.4527
C 3.0779 -0.9731 -3.4664
C 3.4434 -1.5946 -4.6484
C 2.7764 -1.2867 -5.8281
C 1.7479 -0.3538 -5.8261
C 1.3799 0.2717 -4.6442
H 3.8186 1.4871 -1.7384
H 3.5142 0.0734 -0.7210
H 4.6692 -0.1967 0.9584
H 6.3733 -0.4975 2.6892
H 6.9006 1.3413 4.2532
H 5.7246 3.5102 4.0618
H 4.0058 3.8347 2.3313
H 1.0102 4.2540 0.7340
H 1.1017 6.6496 0.0806
H 3.0604 7.5150 -1.1507
H 4.9392 6.0136 -1.7207
H 4.8792 3.6490 -1.0454
H 2.2619 2.9282 -3.6233
H 1.2315 5.1346 -3.9638
H -0.8482 5.7344 -2.7706
H -1.8867 4.1326 -1.1971
H -0.8478 1.9272 -0.8319
H 3.6116 -1.2300 -2.5579
H 4.2536 -2.3125 -4.6534
H 3.0690 -1.7664 -6.7539
H 1.2415 -0.1028 -6.7495
H 0.5974 1.0178 -4.6612
C 2.6662 -2.4239 1.5287
C 1.3609 -2.5936 2.2480
C 1.1812 -3.5190 3.2571
C -0.0718 -3.6272 3.8610
C -1.1163 -2.8150 3.4692
C -0.8826 -1.8824 2.4515
N 0.3264 -1.8344 1.8495
N -1.7362 -0.9185 1.9597
Si -2.7479 0.0880 3.0712
C -2.5813 1.8566 2.4796
C -4.5540 -0.3857 3.0461
C -2.2450 -0.1876 4.8494
H 3.4891 -2.3047 2.2365
H 2.6189 -1.5581 0.8724
H 2.8955 -3.3030 0.9213
H 2.0042 -4.1497 3.5687
H -0.2231 -4.3493 4.6549
H -2.0821 -2.8642 3.9578
H -3.4705 2.1687 1.9227
H -1.7124 2.0287 1.8468
H -2.4727 2.5404 3.3272
H -5.1474 0.1061 2.2769
H -4.9723 -0.0731 4.0094
H -4.7058 -1.4691 2.9781
H -1.1864 -0.3780 5.0088
H -2.8105 -1.0192 5.2789
H -2.5322 0.7006 5.4235
C -3.8906 -4.0600 1.3844
Si -4.5833 -3.1996 -0.0778
C -5.5057 -1.6272 0.1387
C -5.3004 -4.2786 -1.3704
Sb -1.9616 -1.6331 -0.7399
Si -0.7403 -3.8665 -1.5699
C -1.9303 -4.8740 -2.5672
C 0.6434 -3.1951 -2.5884
C -0.1787 -4.7256 -0.0358
Si -3.2188 -0.2164 -2.5823
C -4.4371 -1.3784 -3.3785
C -1.9695 0.2987 -3.8381
C -3.9760 1.1928 -1.6434
H -4.7417 -4.2824 2.0444
H -3.1767 -3.4608 1.9467
H -3.4351 -5.0106 1.1020
H -6.2877 -1.8175 0.8877
H -5.9959 -1.3401 -0.7922
H -4.8968 -0.8076 0.5076
H -6.2229 -4.6393 -0.8843
H -4.7169 -5.1557 -1.6323
H -5.6003 -3.7445 -2.2737
H -2.5641 -4.2886 -3.2361
H -2.5501 -5.5147 -1.9419
H -1.3215 -5.5347 -3.1968
H 0.2952 -2.6911 -3.4937
H 1.2658 -4.0455 -2.8942
H 1.2587 -2.5020 -2.0166
H -1.0002 -5.0032 0.6271
H 0.5257 -4.1103 0.5272
H 0.3358 -5.6459 -0.3347
H -4.0307 -2.3850 -3.5089
H -4.6487 -0.9912 -4.3816
H -5.3896 -1.4430 -2.8487
H -1.4722 -0.5568 -4.2996
H -1.2274 0.9854 -3.4429
H -2.5307 0.8222 -4.6221
H -4.9050 0.9071 -1.1462
H -4.2094 2.0013 -2.3440
H -3.2937 1.5932 -0.8903
N 2.3148 0.8923 4.1002
C 1.0420 1.2891 4.0509
O 0.2242 0.8352 3.2404
C 0.6217 2.3409 5.0335
I 0.7570 4.2365 4.0679
H 2.6787 0.2921 3.3795
H 2.9733 1.3311 4.7228
H 1.2474 2.3798 5.9194
H -0.4170 2.2018 5.3024



- Among the records above, which one has the lowest charge?
  C10H13O3